(1)
A cluster of 5 separate species, C19H40O10PS5 in total, computed with ωB97M-V/def2-TZVPD.

## Properties
Orbital gap = 6.93 eV
LUMO = -4.2 eV
E_tot = -104283.499 eV
HOMO energy = -11.109 eV

```
! RIJCOSX wB97M-V def2-TZVPD def2/J DEFGRID3
* xyz 1 1
S 3.35 -4.82 -3.01
S 0.24 0.36 -0.08
S 6.51 -2.41 -0.54
S -10.58 3.14 1.11
S -2.26 5.01 4.48
P -9.06 4.47 1.47
O 7.72 -1.64 -0.42
O -2.73 4.52 5.75
O 3.01 -4.74 -1.61
O 3.17 -3.66 -3.85
O 0.87 -0.83 0.42
O -2.87 6.19 3.89
O 6.43 -3.50 -1.49
O 0.37 1.61 0.63
O -4.48 4.32 0.69
O -4.88 2.22 1.31
C -0.86 3.40 2.88
C -1.50 0.01 -0.39
C 5.11 -1.33 -0.83
C -7.49 3.64 1.72
C 3.55 -6.84 -4.67
C 2.50 -6.21 -3.76
C -5.26 3.22 0.79
C -1.69 0.14 -1.90
C 4.01 -1.91 0.05
C -2.31 3.67 3.29
C 0.71 0.58 -1.79
C 0.02 3.81 4.06
C 4.85 -6.86 -3.85
C -6.72 3.40 0.39
C 5.01 -5.47 -3.22
C -0.48 5.17 4.52
C -0.35 -0.20 -2.57
C 5.98 -3.00 1.07
C 4.68 -2.25 1.39
H 4.77 -7.61 -3.07
H -7.09 2.51 -0.12
H 3.61 -2.82 -0.40
H -2.76 2.81 3.79
H 3.25 -7.84 -4.98
H 5.49 -5.49 -2.25
H 5.71 -7.10 -4.47
H -6.89 4.26 2.39
H -6.84 4.26 -0.29
H -2.94 3.98 2.46
H 4.88 -1.35 -1.90
H -0.18 5.45 5.53
H 1.62 -5.83 -4.29
H -1.98 1.16 -2.15
H 5.40 -0.33 -0.52
H -0.60 4.00 2.01
H -0.21 5.96 3.81
H -1.69 -1.00 -0.03
H 1.72 0.20 -1.93
H 4.03 -2.85 2.02
H -7.66 2.69 2.22
H -8.94 5.30 0.35
H 2.20 -6.88 -2.96
H -2.10 0.71 0.19
H -2.49 -0.52 -2.25
H -10.94 3.68 -0.07
H 5.54 -4.78 -3.87
H 0.67 1.64 -2.01
H -0.15 -1.27 -2.49
H 1.07 3.85 3.79
H 3.68 -6.24 -5.57
H -9.36 5.32 2.54
H -0.09 3.08 4.88
H 4.91 -1.33 1.93
H 5.82 -4.07 0.98
H 6.78 -2.81 1.78
H 3.19 -1.21 0.17
H -0.34 0.06 -3.62
H -0.72 2.36 2.60
H -4.69 4.83 -0.10
*
```

---

(2)
A structure of composition C19H40OP2Zn, computed with ωB97M-V/def2-TZVPD.

## Properties
Orbital gap = 5.80 eV
LUMO = 0.1 eV
Energy relative to the best compared isomer or geometry (same formula, charge and spin) = 0.00 kcal per mole
E_tot = -89386.619 eV
HOMO energy = -5.710 eV

```
! RIJCOSX wB97M-V def2-TZVPD def2/J DEFGRID3
* xyz 0 1
Zn 1.74 2.01 -0.51
P 0.88 -1.74 1.95
P -2.04 0.45 -0.75
O -0.27 1.78 2.56
C -2.57 0.85 0.91
C 2.51 -0.05 -1.68
C 1.05 -3.52 2.11
C -0.10 0.76 -3.31
C -3.29 -0.49 -1.58
C -1.62 0.02 3.51
C -1.56 2.20 4.54
C 2.33 1.53 -3.58
C 0.88 1.66 -3.09
C 0.61 0.67 4.41
C -0.49 -0.64 -0.66
C 1.85 -1.12 -2.15
C 1.30 -1.35 -3.51
C -0.65 1.21 3.74
C 2.60 -1.57 1.30
C -0.04 -0.61 -3.80
C 3.24 0.95 -2.51
C -2.02 2.10 -1.52
C -0.46 -1.66 0.51
H -2.33 2.10 -2.58
H -1.34 -1.47 1.14
H 1.23 1.53 4.62
H -1.15 -0.76 2.87
H 4.12 0.54 -3.03
H 2.85 0.00 -0.64
H -1.10 1.12 -3.51
H 3.34 -1.67 2.17
H 0.20 -3.96 1.59
H 1.07 -2.42 -3.61
H -0.97 3.08 4.77
H 2.70 2.53 -3.83
H -1.89 1.78 5.50
H -0.91 -1.16 -3.38
H -3.55 -0.06 -2.51
H -0.41 -2.69 0.12
H 2.69 -2.37 0.50
H 2.00 -3.83 1.66
H -0.47 -1.19 -1.62
H 2.41 0.94 -4.51
H -2.77 2.65 -0.95
H -3.05 -1.53 -1.75
H 2.74 -0.54 0.91
H -3.64 0.99 1.01
H -2.46 2.43 3.94
H 1.99 -1.10 -4.33
H 1.81 -2.01 -1.52
H -2.22 0.01 1.51
H -2.03 1.75 1.29
H -1.88 -0.62 4.37
H -1.04 2.56 -1.39
H 1.13 -0.06 3.76
H 1.01 -3.80 3.16
H -4.15 -0.48 -0.91
H 0.61 2.68 -2.76
H -2.59 0.36 3.17
H 3.61 1.70 -1.81
H -0.21 -0.68 -4.91
H 0.41 0.12 5.33
H 0.39 0.06 -0.76
*
```

---

Question: The highest LUMO belongs to which entry?
Answer: C19H40OP2Zn